{
  "formula": "C3H8N3S",
  "method": "ωB97M-V/def2-TZVPD",
  "homo_lumo_gap_ev": 8.75,
  "total_charge": 1,
  "smiles": "NC(=S)[C@@H](N)C=[NH2+]",
  "multiplicity": 1,
  "symbols": ["N", "C", "S", "C", "N", "C", "N", "H", "H", "H", "H", "H", "H", "H", "H"],
  "xyz": [[0.559, 1.307, 1.757], [0.560, 0.150, 1.003], [1.804, -0.986, 1.204], [-0.494, 0.005, 0.002], [-1.241, 1.188, -0.189], [-0.209, -0.837, -1.192], [0.639, -1.819, -1.275], [0.058, 2.166, 1.536], [1.112, 1.393, 2.618], [-1.361, -0.756, 0.293], [-1.969, 0.997, -0.806], [-0.707, 1.987, -0.513], [-0.667, -0.429, -2.098], [0.708, -2.490, -2.030], [1.207, -1.874, -0.309]],
  "forces_ev_per_angstrom": [[0.004, -1.085, -0.448], [2.306, 1.080, 2.729], [-0.977, 0.846, 0.445], [-2.160, -2.016, -0.075], [1.084, 1.109, 0.332], [2.270, 0.018, -2.151], [-1.264, 1.188, 1.944], [-0.336, -0.847, -0.094], [0.038, -0.489, -0.899], [1.492, 0.907, 0.717], [-1.730, 0.178, -1.108], [0.006, -0.141, -0.217], [-0.480, -0.759, 0.074], [-0.015, 0.362, -0.338], [-0.237, -0.351, -0.910]],
  "lowdin_charge": [0.1166, -0.6762, 0.8018, -0.4090, 0.0717, -0.0273, 0.1641, 0.1174, 0.1301, 0.2342, 0.0754, 0.1124, 0.1585, 0.1506, -0.0204]
}



{
  "formula": "C3H8N3S2",
  "method": "ωB97M-V/def2-TZVPD",
  "homo_lumo_gap_ev": [7.58, 7.66],
  "total_charge": 1,
  "multiplicity": 1,
  "symbols": ["C", "C", "C", "N", "N", "N", "S", "S", "H", "H", "H", "H", "H", "H", "H", "H"],
  "xyz": [[0.728, -0.538, 0.279], [0.627, -0.002, -1.187], [-1.498, -1.186, -0.323], [-0.509, -1.203, 0.534], [1.587, 2.642, 0.515], [-2.732, -1.654, -0.008], [-1.001, -0.422, -1.826], [2.123, 1.400, 1.574], [1.620, -1.150, 0.592], [1.049, 1.025, -0.927], [1.451, -0.512, -1.844], [2.431, 3.010, -0.073], [-0.550, -1.703, 1.374], [-3.463, -1.388, -0.530], [1.109, 3.461, 0.924], [-2.973, -1.779, 0.927]],
  "forces_ev_per_angstrom": [[0.545, -1.499, -1.473], [3.555, -0.803, 1.620], [-0.535, 0.687, -0.177], [1.296, 0.840, 0.204], [2.880, 0.618, -0.503], [4.390, -0.209, 0.016], [-0.580, 0.353, 0.429], [-1.606, 0.610, -1.212], [-1.101, 0.785, -0.424], [-1.567, -0.150, -1.488], [-1.596, 0.862, 1.097], [-2.186, -0.926, 1.269], [-0.486, -0.841, 1.504], [-3.072, 0.985, -2.703], [0.170, -0.887, -0.013], [-0.109, -0.426, 1.853]],
  "lowdin_charge": [-0.2238, -0.4418, -0.5562, 0.0294, -0.4595, 0.2040, 1.0663, 0.6290, 0.1076, 0.0553, 0.1269, 0.0830, 0.1520, 0.0728, 0.0405, 0.1145]
}



{
  "formula": "C3H8N4",
  "method": "ωB97M-V/def2-TZVPD",
  "homo_lumo_gap_ev": 8.48,
  "total_charge": 0,
  "multiplicity": 1,
  "symbols": ["C", "N", "C", "N", "C", "N", "N", "H", "H", "H", "H", "H", "H", "H", "H"],
  "xyz": [[1.419, 1.485, -0.356], [0.796, 0.177, -0.358], [0.471, -0.646, 0.809], [-2.104, -0.774, -0.571], [-0.738, 0.355, 0.847], [-1.940, 0.059, 0.522], [0.488, -1.903, 0.856], [1.018, -0.390, -1.175], [-3.082, -1.020, -0.638], [-1.521, -1.614, -0.555], [1.071, -2.356, 0.152], [-0.619, 1.155, 1.563], [2.066, 1.624, 0.516], [0.644, 2.254, -0.353], [2.031, 1.594, -1.261]],
  "forces_ev_per_angstrom": [[0.228, 0.391, 0.165], [2.095, -2.155, -0.931], [-2.305, 2.481, -3.872], [-0.101, -0.806, 0.342], [-1.175, -2.014, 4.884], [0.898, 1.521, -1.534], [-0.035, -0.126, 0.608], [0.213, 0.150, -0.033], [0.095, -0.125, 0.025], [-0.129, -0.047, 0.167], [0.393, 0.210, 0.057], [-0.117, 0.351, 0.020], [-0.056, 0.027, -0.161], [0.185, 0.122, -0.053], [-0.190, 0.019, 0.318]],
  "lowdin_charge": [-0.1005, -0.0638, -0.3353, -0.0116, -0.2081, -0.0604, 0.1265, 0.1218, 0.0703, 0.0593, 0.0498, 0.0987, 0.0871, 0.0790, 0.0873]
}



{
  "formula": "C3H8N4",
  "method": "ωB97M-V/def2-TZVPD",
  "homo_lumo_gap_ev": 9.64,
  "total_charge": 0,
  "smiles": "[H]/N=C(N)\\C(C)=N/N",
  "multiplicity": 1,
  "symbols": ["H", "N", "C", "N", "C", "C", "N", "N", "H", "H", "H", "H", "H", "H", "H"],
  "xyz": [[-0.950, -1.521, 0.894], [-0.027, -1.808, 0.475], [0.591, -0.695, 0.081], [1.843, -0.751, -0.486], [-0.012, 0.670, 0.027], [0.882, 1.843, 0.228], [-1.298, 0.890, -0.083], [-2.127, -0.269, -0.174], [2.439, -1.516, -0.195], [2.278, 0.112, -0.451], [1.511, 1.636, 1.087], [1.629, 2.081, -0.504], [0.276, 2.799, 0.361], [-3.071, -0.021, -0.550], [-1.617, -0.917, -0.779]],
  "forces_ev_per_angstrom": [[1.236, -0.513, -0.591], [0.751, 3.001, 0.046], [-1.582, -2.972, 0.263], [-0.708, -1.527, 0.370], [-2.249, 0.160, -0.079], [-0.739, 1.584, 0.782], [0.891, -1.057, 0.156], [0.006, 1.359, -0.674], [-0.287, -0.039, -0.087], [1.296, 1.672, -0.215], [-0.149, 0.245, 0.678], [0.081, -0.196, -1.115], [0.752, -1.395, 0.060], [1.480, 0.006, 0.330], [-0.778, -0.329, 0.077]],
  "lowdin_charge": [0.0395, 0.0888, -0.4347, 0.1294, -0.3146, -0.0663, 0.0289, -0.0334, 0.1088, 0.0344, 0.0803, 0.0621, 0.1093, 0.0998, 0.0678]
}



In the order shown, the computed relative energy (zero: lowest compared OMol25 entry of this formula, charge and spin) values come out to 22.6 66.6 110.6 45.5 kcal per mole.
In the order shown, the computed total energy values come out to -681.27819 -1079.40782 -337.97750 -338.08125 Eh.